Record 1
C18H34CoN8S | the ωB97M-V functional and the def2-TZVPD basis

Values from the calculation:
spin multiplicity: 2
frontier orbital gap (alpha / beta): 7.8 / 7.8 eV
net charge: +2

Geometry as XYZ:
```
62
C18H34CoN8S | OMol25 | the ωB97M-V functional and the def2-TZVPD basis
Co -0.355 -0.531 -0.064
C -1.956 -3.576 -0.727
C -2.756 -2.294 -1.017
N -1.876 -1.234 -1.524
C -2.559 -0.041 -2.063
C -1.669 1.187 -1.899
N -1.154 1.284 -0.511
C -2.187 1.877 0.391
C -3.085 0.878 1.100
C -2.389 0.175 2.243
N -1.233 -0.653 1.795
C -1.389 -2.077 2.154
C -0.152 -2.816 1.691
N 0.139 -2.479 0.274
C -0.434 -3.453 -0.691
H -2.158 -4.311 -1.509
H -2.318 -4.036 0.193
H -3.236 -1.919 -0.112
H -3.558 -2.516 -1.726
H -1.335 -1.647 -2.273
H -3.499 0.098 -1.533
H -2.822 -0.167 -3.117
H -2.233 2.085 -2.161
H -0.815 1.150 -2.572
H -0.371 1.934 -0.510
H -2.793 2.566 -0.200
H -1.670 2.470 1.142
H -3.505 0.148 0.409
H -3.934 1.429 1.510
H -3.091 -0.461 2.785
H -2.015 0.921 2.945
H -0.435 -0.302 2.321
H -2.287 -2.456 1.667
H -1.525 -2.200 3.231
H -0.259 -3.895 1.824
H 0.701 -2.490 2.289
H 1.145 -2.545 0.155
H -0.030 -4.444 -0.469
H -0.047 -3.178 -1.675
C 4.198 -0.171 0.658
C 2.761 -0.268 0.237
N 1.757 -0.097 1.010
N 2.018 0.039 2.363
C 1.555 1.151 3.038
N 1.856 1.161 4.342
S 0.675 2.342 2.299
C 2.453 -0.529 -1.196
C 3.493 -0.775 -2.084
C 3.231 -0.971 -3.430
C 1.919 -0.895 -3.852
C 0.937 -0.667 -2.904
N 1.161 -0.506 -1.596
H 4.312 0.341 1.610
H 4.666 -1.155 0.730
H 4.759 0.411 -0.070
H 2.866 -0.389 2.709
H 2.369 0.426 4.801
H 1.606 1.976 4.879
H 4.512 -0.813 -1.733
H 4.036 -1.163 -4.126
H 1.644 -1.011 -4.891
H -0.086 -0.595 -3.241
```

natural (NBO) atomic charge list, values in e, 4 entries: 1.142 -0.442 -0.216 -0.674

=====

Record 2
C18H34N4O6SeSiW | the ωB97M-V functional and the def2-TZVPD basis

Values from the calculation:
frontier orbital gap: 6.8 eV
net charge: +2
relative energy (zero: lowest compared OMol25 entry of this formula, charge and spin): 0.484 eV

Geometry as XYZ:
```
65
C18H34N4O6SeSiW | OMol25 | the ωB97M-V functional and the def2-TZVPD basis
W 0.291 -0.351 0.114
O 0.527 -0.650 2.947
C 1.706 -0.151 3.573
C 2.924 -0.355 2.681
N 2.667 -0.030 1.244
C 3.256 -1.107 0.405
C 2.415 -2.334 0.670
O 2.771 -3.427 0.931
O 1.077 -1.970 0.700
C 3.184 1.278 0.854
C 2.487 1.777 -0.398
O 2.826 2.689 -1.068
O 1.374 1.033 -0.672
H 0.379 -1.567 3.204
H 1.875 -0.645 4.530
H 1.537 0.907 3.792
H 3.242 -1.395 2.750
H 3.748 0.257 3.055
H 4.302 -1.303 0.643
H 3.170 -0.837 -0.650
H 4.260 1.268 0.666
H 2.998 2.006 1.649
N -0.125 1.426 1.485
C -0.507 2.815 1.064
C -2.006 3.039 1.120
C -2.774 2.075 0.224
C -2.183 2.051 -1.177
N -1.215 0.917 -1.357
H -0.853 1.072 2.105
H 0.701 1.501 2.068
H -0.107 2.977 0.064
H -0.017 3.526 1.729
H -2.191 4.070 0.813
H -2.360 2.953 2.151
H -3.825 2.360 0.194
H -2.735 1.065 0.636
H -1.647 2.977 -1.385
H -2.962 1.962 -1.934
H -0.635 1.122 -2.169
H -1.781 0.117 -1.630
C -1.611 -3.697 0.823
Si -2.554 -2.116 0.886
C -3.378 -1.801 2.500
C -3.632 -1.875 -0.593
O -1.332 -0.832 0.751
H -2.315 -4.527 0.719
H -1.029 -3.879 1.728
H -0.931 -3.747 -0.030
H -4.133 -2.571 2.678
H -3.889 -0.837 2.519
H -2.675 -1.834 3.335
H -4.418 -2.635 -0.585
H -3.080 -2.003 -1.528
H -4.129 -0.902 -0.596
Se 0.275 -1.563 -2.006
C 0.854 -0.489 -3.479
C 0.031 -0.415 -4.593
C 0.537 0.256 -5.703
N 1.738 0.818 -5.733
C 2.505 0.733 -4.651
C 2.114 0.091 -3.483
H -0.949 -0.872 -4.623
H -0.059 0.340 -6.604
H 3.484 1.195 -4.715
H 2.782 0.045 -2.636
```

natural (NBO) atomic charge list, values in e, 4 entries: 2.016 -0.734 -0.087 -0.267

=====

Record 3
C18H35AlINO2P2Si | the ωB97M-V functional and the def2-TZVPD basis

Values from the calculation:
frontier orbital gap: 5.0 eV
net charge: +2
relative energy (zero: lowest compared OMol25 entry of this formula, charge and spin): 11.851 eV

Geometry as XYZ:
```
61
C18H35AlINO2P2Si | OMol25 | the ωB97M-V functional and the def2-TZVPD basis
C -0.749 2.883 -0.976
C -1.296 1.503 -0.631
H -1.581 3.524 -1.281
H -0.001 2.808 -1.768
H -0.221 3.308 -0.119
O -2.493 1.294 -0.730
I 1.650 -2.195 0.890
Al 0.000 0.000 0.000
P -0.161 0.646 2.277
C -1.448 -0.274 3.186
C 1.358 0.382 3.243
H 1.333 0.998 4.148
H -0.652 2.600 3.649
H 2.222 0.639 2.628
H 0.190 3.038 2.142
H -1.211 -1.340 3.128
H 1.419 -0.678 3.503
C -0.585 2.401 2.575
H -1.480 0.045 4.232
H -1.541 2.634 2.098
H -2.424 -0.099 2.724
P 0.440 -0.722 -2.216
C -0.657 -2.079 -2.751
C 0.234 0.546 -3.519
H 2.831 -0.750 -1.920
H 2.361 -1.351 -3.548
H 2.164 -2.385 -2.090
C 2.123 -1.364 -2.479
H 0.926 1.371 -3.331
H 0.446 0.119 -4.504
H -0.414 -2.388 -3.772
H -1.699 -1.750 -2.710
H -0.788 0.932 -3.498
H -0.521 -2.919 -2.064
C -1.430 -1.172 0.166
O -2.310 -1.911 0.274
C -0.853 -3.533 3.023
Si -0.876 -3.596 1.095
C 0.406 -5.052 1.403
C -2.328 -4.734 0.717
N -0.073 -2.050 -0.703
C 0.991 -3.640 -1.215
C 2.428 -4.148 -1.039
C 2.906 -5.418 -1.377
C 2.062 -6.394 -1.849
C 0.725 -6.116 -1.967
C 0.226 -4.852 -1.652
H -1.820 -3.195 3.442
H 0.052 -2.995 3.395
H -0.790 -4.519 3.526
H -0.028 -5.833 2.059
H 0.727 -5.648 0.555
H 1.330 -4.718 1.920
H -3.255 -4.207 0.438
H -2.050 -5.490 -0.040
H -2.524 -5.310 1.650
H 3.239 -3.529 -0.671
H 3.956 -5.650 -1.250
H 2.436 -7.380 -2.089
H 0.044 -6.897 -2.284
H -0.853 -4.831 -1.752
```

natural (NBO) atomic charge list, values in e, 4 entries: -0.739 0.168 0.256 0.230

=====

Record 4
C18H35CdNP2S2 | the ωB97M-V functional and the def2-TZVPD basis

Values from the calculation:
frontier orbital gap: 7.5 eV
net charge: +2
relative energy (zero: lowest compared OMol25 entry of this formula, charge and spin): 0.000 eV

Geometry as XYZ:
```
59
C18H35CdNP2S2 | OMol25 | the ωB97M-V functional and the def2-TZVPD basis
Cd 0.800 0.170 0.058
S 2.043 1.257 2.132
S -0.013 2.123 -1.925
C 2.112 3.090 2.204
C 3.652 1.026 1.305
C 3.792 1.656 -0.071
N 2.855 1.067 -1.050
C 2.742 1.912 -2.278
C 1.403 1.700 -2.992
H 3.837 -0.053 1.266
H 4.354 1.496 2.001
H 4.813 1.463 -0.429
H 3.648 2.743 -0.006
H 3.552 1.630 -2.963
H 2.846 2.977 -2.029
H 1.292 0.666 -3.371
H 1.312 2.405 -3.843
C 0.239 3.925 -2.024
H 3.273 0.181 -1.368
H 1.078 4.235 -1.390
H -0.692 4.384 -1.668
H 0.407 4.208 -3.073
H 1.207 3.424 2.726
H 2.157 3.565 1.215
H 2.995 3.361 2.801
C 2.226 -3.916 -0.198
C 1.261 -4.480 0.558
H 3.266 -3.924 0.163
H 2.107 -3.634 -1.249
H 1.518 -5.046 1.462
H 0.219 -4.587 0.227
C -1.665 -0.866 -2.957
P -1.251 -1.020 -1.194
C -0.564 -2.693 -1.062
C -2.822 -1.155 -0.251
C -3.922 -1.817 -0.785
C -5.094 -1.938 -0.029
C -5.190 -1.332 1.222
C -4.092 -0.646 1.769
C -2.887 -0.622 1.072
P -1.362 0.095 1.778
C -1.947 1.379 2.947
C -0.785 -1.207 2.944
H -0.772 -0.515 -3.485
H -2.479 -0.148 -3.111
H -1.963 -1.844 -3.346
H -0.328 -2.814 -0.004
H -1.245 -3.492 -1.376
H 0.361 -2.732 -1.650
H -3.882 -2.198 -1.810
H -5.926 -2.532 -0.420
H -6.131 -1.354 1.764
H -4.172 -0.174 2.741
H -2.527 0.938 3.775
H -1.078 1.923 3.350
H -2.582 2.090 2.401
H 0.116 -0.816 3.440
H -0.528 -2.131 2.406
H -1.577 -1.404 3.682
```

natural (NBO) atomic charge list, values in e, 4 entries: 1.396 0.171 0.143 -0.727

=====

So what do the calculations give for maximum force? Going down the list: 0.4, 1.8, 10.1, 1.8 eV Å⁻¹.
So what do the calculations give for E? Going down the list: -2924.8447, -4134.3596, -2423.4568, -2407.8867 hartree.